{"formula": "C40H116N6O21", "method": "ωB97M-V/def2-TZVPD", "e_above_lowest_kj_mol": 141.11, "homo_energy_ev": -8.7, "e_lumo_ev": 0.32, "orbital_gap_ev": 8.981, "species": ["C", "O", "C", "C", "N", "C", "C", "O", "C", "H", "H", "H", "H", "H", "H", "H", "H", "H", "H", "H", "H", "H", "H", "H", "C", "O", "C", "C", "N", "C", "C", "O", "C", "H", "H", "H", "H", "H", "H", "H", "H", "H", "H", "H", "H", "H", "H", "H", "C", "O", "C", "C", "N", "C", "C", "O", "C", "H", "H", "H", "H", "H", "H", "H", "H", "H", "H", "H", "H", "H", "H", "H", "C", "O", "C", "C", "N", "C", "C", "O", "C", "H", "H", "H", "H", "H", "H", "H", "H", "H", "H", "H", "H", "H", "H", "H", "C", "O", "C", "C", "N", "C", "C", "O", "C", "H", "H", "H", "H", "H", "H", "H", "H", "H", "H", "H", "H", "H", "H", "H", "C", "O", "C", "C", "N", "C", "C", "O", "C", "H", "H", "H", "H", "H", "H", "H", "H", "H", "H", "H", "H", "H", "H", "H", "C", "O", "H", "H", "H", "H", "C", "O", "H", "H", "H", "H", "C", "O", "H", "H", "H", "H", "C", "O", "H", "H", "H", "H", "O", "H", "H", "O", "H", "H", "O", "H", "H", "O", "H", "H", "O", "H", "H"], "xyz": [[3.87612, 5.24251, -4.30180], [2.78937, 5.63220, -3.53977], [3.19898, 6.39689, -2.41837], [1.98280, 6.61313, -1.56386], [1.11357, 7.57505, -2.12685], [-0.24064, 7.54024, -1.48852], [-1.17718, 8.43128, -2.22189], [-2.21307, 8.76471, -1.38067], [-2.97499, 9.86111, -1.86653], [4.63127, 4.68331, -3.74402], [4.26255, 6.07269, -4.90236], [3.51474, 4.52942, -5.05841], [3.63487, 7.37067, -2.69080], [3.93416, 5.80652, -1.84778], [2.29586, 6.95389, -0.57131], [1.52767, 5.60794, -1.43482], [0.98631, 7.47875, -3.13492], [-0.10683, 7.97522, -0.48767], [-0.57703, 6.49721, -1.38396], [-1.49089, 7.90242, -3.14631], [-0.65375, 9.34969, -2.52870], [-3.50538, 9.60804, -2.80059], [-2.34925, 10.75264, -2.04620], [-3.70992, 10.10766, -1.10327], [1.75743, -2.94440, 2.26987], [1.42050, -4.29542, 2.24096], [2.38424, -5.04801, 1.52792], [1.98882, -6.49115, 1.60986], [2.19760, -7.02452, 2.96406], [1.46339, -8.24916, 3.16817], [1.71099, -8.80494, 4.56888], [1.07642, -8.08159, 5.59043], [-0.28326, -8.09586, 5.55670], [1.78850, -2.57048, 1.23684], [2.65918, -2.74325, 2.84818], [0.93489, -2.42814, 2.76225], [3.38805, -4.92505, 1.97041], [2.37704, -4.71037, 0.47587], [2.62149, -7.07585, 0.92945], [0.93076, -6.60840, 1.29050], [1.84487, -6.35438, 3.65308], [1.75345, -8.99055, 2.41444], [0.37423, -8.09175, 3.02484], [2.77502, -8.63668, 4.75505], [1.51473, -9.88581, 4.57636], [-0.74267, -7.82737, 4.60415], [-0.61965, -7.38895, 6.31636], [-0.67714, -9.07914, 5.87067], [-0.93263, -1.02674, -5.21522], [-2.12582, -1.49456, -4.87382], [-2.04198, -2.45065, -3.83945], [-3.36850, -3.19737, -3.92967], [-4.53554, -2.38562, -3.69071], [-4.69388, -2.05872, -2.30824], [-5.75441, -1.04856, -2.07059], [-5.37497, 0.15673, -2.68918], [-6.04340, 1.23935, -2.14118], [-0.60502, -0.22200, -4.54527], [-0.86417, -0.69481, -6.24949], [-0.12273, -1.78087, -5.16817], [-2.00844, -1.87369, -2.90467], [-1.19775, -3.11427, -4.01044], [-3.39948, -4.09146, -3.29657], [-3.39074, -3.60041, -4.95458], [-4.43653, -1.57043, -4.29414], [-3.76701, -1.67819, -1.82647], [-4.93509, -2.98138, -1.76397], [-5.84559, -0.88559, -0.97886], [-6.76027, -1.34536, -2.41057], [-5.49860, 2.12437, -2.48354], [-6.03084, 1.27988, -1.04421], [-7.06832, 1.29933, -2.53060], [3.69855, 1.40771, 4.91223], [2.73473, 0.36879, 5.15081], [2.45059, 0.24968, 6.52912], [1.91149, -1.09946, 6.87948], [0.46393, -1.20909, 6.75140], [0.05038, -2.44865, 7.19908], [-1.39887, -2.64432, 7.20839], [-1.91595, -2.71026, 5.88248], [-3.12308, -3.36007, 5.83701], [4.63052, 1.21455, 5.45042], [3.29727, 2.40914, 5.14756], [3.90833, 1.45189, 3.83728], [1.78782, 1.06412, 6.84329], [3.38862, 0.36798, 7.09784], [2.16065, -1.27636, 7.92296], [2.36059, -1.84702, 6.20912], [0.13089, -1.02668, 5.80671], [0.34770, -2.52811, 8.25211], [0.52002, -3.30293, 6.67811], [-1.85566, -1.80001, 7.74960], [-1.55395, -3.58715, 7.75800], [-3.06519, -4.36241, 6.28801], [-3.42815, -3.47444, 4.79724], [-3.93236, -2.80489, 6.34475], [2.09849, 2.23994, -2.05947], [1.68101, 1.06271, -1.34996], [0.58389, 0.47898, -1.92279], [0.00554, -0.46400, -0.91408], [-0.60845, 0.27805, 0.23602], [-1.28647, -0.60108, 1.14490], [-1.82487, 0.12843, 2.31125], [-0.83393, 0.69807, 3.07852], [-1.30111, 1.67584, 4.00982], [3.01548, 2.58130, -1.58719], [1.31910, 3.00915, -1.94161], [2.26884, 2.06075, -3.12687], [0.84006, -0.06680, -2.83672], [-0.13393, 1.28404, -2.14747], [0.84576, -1.07458, -0.51090], [-0.71783, -1.13228, -1.39257], [0.11768, 0.82161, 0.69774], [-0.58349, -1.39409, 1.46158], [-2.08976, -1.07964, 0.57824], [-2.46534, -0.55691, 2.87917], [-2.54941, 0.91172, 2.01906], [-0.41701, 2.17958, 4.41283], [-1.90462, 1.23532, 4.81105], [-1.87311, 2.49428, 3.52942], [2.72182, -2.53076, -2.07812], [2.73449, -2.25017, -3.47086], [4.01946, -2.34984, -4.02685], [3.93853, -2.00165, -5.50420], [3.66705, -0.56200, -5.63614], [3.33625, -0.12779, -6.99348], [2.65161, 1.19842, -6.88729], [1.27442, 0.88772, -6.59547], [0.57997, 2.04976, -6.15633], [3.05280, -3.56258, -1.88111], [1.70631, -2.40691, -1.71180], [3.39068, -1.84611, -1.53482], [4.44241, -3.36789, -3.91438], [4.74462, -1.69043, -3.51746], [3.18997, -2.64905, -5.98931], [4.92749, -2.20022, -5.94132], [2.78430, -0.38956, -5.12971], [2.64896, -0.85987, -7.43691], [4.22096, -0.07852, -7.63099], [2.66038, 1.74196, -7.84857], [3.10205, 1.82909, -6.11479], [1.09664, 2.55182, -5.32434], [-0.42742, 1.80169, -5.83415], [0.50708, 2.75922, -7.00062], [-5.26129, 0.38252, 1.77003], [-6.11113, -0.81478, 1.92607], [-4.69819, 0.60596, 2.67793], [-4.54001, 0.13382, 0.98716], [-5.88533, 1.21256, 1.41581], [-6.69990, -0.68933, 2.67766], [-0.26687, 4.04663, 0.83192], [-1.17498, 5.04160, 1.28762], [0.49406, 3.82560, 1.59324], [-0.78797, 3.14046, 0.52521], [0.27998, 4.45175, -0.02730], [-1.98700, 4.53176, 1.48089], [5.32220, 1.56688, -3.44295], [5.51521, 1.44334, -4.83871], [6.21719, 1.30309, -2.86897], [5.04491, 2.58921, -3.16382], [4.50298, 0.88793, -3.16011], [4.88257, 0.70716, -5.12723], [-2.33944, -4.17939, 1.11150], [-2.95104, -3.92785, -0.14456], [-1.35529, -4.60834, 0.95256], [-2.24617, -3.26514, 1.70582], [-2.92864, -4.91988, 1.67045], [-3.86912, -3.68585, 0.00007], [-3.95467, 4.42149, 3.98133], [-4.08499, 5.35866, 3.77677], [-3.78570, 3.97880, 3.09621], [-2.98492, 1.63555, -0.62490], [-2.18269, 1.08294, -0.28778], [-3.08579, 1.40651, -1.56520], [3.78999, 0.31563, 0.33492], [3.27319, 0.18990, 1.16398], [3.09032, 0.57844, -0.31365], [1.85810, 0.08758, 2.47802], [0.92559, 0.39263, 2.54960], [2.23179, 0.21795, 3.39102], [-3.62240, 3.46704, 1.33269], [-3.34740, 2.79155, 0.62286], [-4.58982, 3.52605, 1.25347]], "atomic_forces_ev_per_a": [[-0.1, -0.9, -1.7], [-0.2, 0.4, 0.5], [0.0, -0.3, 0.4], [0.6, -0.9, 0.3], [-2.0, 0.9, -0.4], [2.1, 0.1, 0.5], [0.6, -0.1, -1.2], [-1.3, 0.7, 0.3], [0.0, -0.2, 0.0], [0.2, 0.4, 0.2], [0.5, 0.1, 0.4], [-0.1, 0.1, 0.2], [0.0, -0.2, -0.2], [0.0, 0.2, -0.1], [0.0, 0.0, 0.0], [0.0, 0.3, 0.0], [0.3, -0.4, 0.3], [-0.2, -0.4, 0.0], [-0.3, 0.3, 0.0], [-0.3, 0.3, 0.1], [0.2, -0.2, 0.0], [0.2, 0.0, 0.2], [0.0, -0.3, 0.0], [0.0, 0.0, 0.0], [-0.9, 0.5, -0.1], [0.2, -0.8, 0.2], [-0.2, 0.1, -0.1], [-0.1, -0.6, 0.3], [-0.2, 0.6, -0.1], [-0.6, -0.3, 0.1], [1.0, 0.1, -0.8], [1.4, 0.2, -0.2], [-1.9, -0.4, 0.9], [0.5, 0.3, 0.2], [0.3, 0.0, -0.3], [0.0, 0.1, 0.1], [-0.2, 0.1, -0.2], [0.2, -0.1, 0.2], [-0.2, 0.1, 0.0], [0.3, 0.1, 0.0], [0.2, 0.0, -0.3], [0.1, 0.0, 0.2], [0.3, -0.1, -0.1], [0.0, -0.3, 0.1], [-0.3, 0.1, 0.3], [0.1, 0.1, -0.1], [-0.1, 0.1, -0.1], [0.0, 0.0, -0.2], [3.5, 1.1, -0.8], [-2.2, -1.3, 0.0], [-1.6, 0.4, 0.3], [0.4, -1.1, -0.5], [0.2, 0.0, -0.9], [0.5, -0.3, 0.5], [-0.8, 0.2, 0.8], [0.6, -0.4, 0.2], [-0.1, 1.3, -0.5], [0.1, 0.3, -0.1], [-0.5, 0.4, 0.0], [-0.2, 0.0, 0.2], [0.5, -0.5, 0.2], [0.2, 0.0, 0.3], [0.1, 0.3, 0.3], [-0.2, 0.2, 0.2], [-0.3, 0.1, 0.4], [-0.2, 0.0, -0.1], [-0.1, 0.1, -0.1], [0.1, -0.1, -0.2], [0.3, -0.2, -0.2], [-0.2, 0.1, 0.0], [-0.1, -0.3, -0.1], [0.0, 0.0, 0.3], [-0.4, 0.2, -0.5], [0.7, 0.6, -0.3], [0.7, 0.5, 0.4], [-0.8, 0.1, -0.9], [0.5, 2.2, -0.7], [0.4, -1.8, 0.9], [-1.1, 0.0, 0.1], [1.2, 0.4, 0.4], [-1.4, -0.5, -0.1], [-0.1, 0.0, 0.1], [0.1, -0.4, 0.3], [0.0, -0.3, 0.2], [-0.1, -0.1, 0.1], [-0.1, 0.1, -0.2], [0.1, -0.3, 0.1], [0.5, 0.0, 0.4], [0.3, 0.0, 0.1], [0.1, -0.2, 0.0], [0.1, 0.0, -0.1], [-0.2, -0.3, 0.0], [-0.5, 0.1, -0.2], [0.0, 0.1, 0.0], [0.1, 0.0, -0.1], [0.2, -0.1, 0.0], [-0.4, 0.0, 0.6], [1.7, 1.3, -0.1], [-1.2, -0.2, -0.4], [0.2, 0.0, 1.3], [0.1, 0.3, -1.8], [1.0, -0.9, -0.3], [-2.3, 0.2, 0.2], [0.8, 0.6, 0.7], [0.2, 0.7, -0.2], [0.0, 0.0, -0.1], [0.2, -0.1, -0.1], [0.0, -0.2, 0.1], [0.0, 0.0, -0.2], [-0.2, -0.3, -0.2], [-0.5, 0.1, -0.3], [-0.1, 0.1, 0.3], [-0.1, -0.1, -0.1], [-0.4, 0.0, 0.2], [-0.2, -0.1, 0.2], [0.2, -0.3, 0.4], [0.4, 0.0, -0.3], [-0.1, -0.4, 0.2], [0.1, -0.1, -0.1], [0.0, -0.6, -0.1], [0.4, 0.0, -0.1], [-0.2, 0.0, 0.3], [0.7, -0.4, -0.2], [0.6, 0.3, 0.4], [-0.9, -0.3, 0.3], [0.3, -0.5, 0.0], [-1.1, 0.0, -1.0], [0.2, 0.6, 0.9], [0.2, 0.3, -0.6], [-0.1, 0.1, -0.1], [0.0, -0.1, -0.1], [-0.2, -0.1, 0.0], [-0.4, 0.1, 0.0], [-0.3, 0.1, -0.1], [0.1, 0.2, 0.0], [-0.3, 0.0, -0.1], [0.6, -0.2, 0.1], [0.0, 0.2, -0.3], [0.1, 0.0, 0.2], [0.2, -0.1, 0.3], [0.0, 0.0, 0.1], [0.0, -0.1, -0.1], [0.0, -0.3, -0.1], [0.0, 0.0, 0.3], [-0.9, -1.3, -0.2], [0.9, 0.9, -0.1], [-0.3, 0.2, 0.0], [-0.2, 0.0, 0.0], [0.3, 0.0, 0.3], [0.1, 0.1, -0.1], [0.5, 0.6, -0.1], [-0.5, -0.9, 0.1], [-0.2, -0.2, 0.0], [0.1, -0.1, 0.0], [-0.1, -0.1, 0.0], [0.2, 0.8, -0.1], [-0.3, -0.3, 0.0], [-0.7, -0.7, -0.3], [0.0, -0.1, -0.1], [0.0, -0.1, -0.1], [0.2, 0.2, 0.4], [0.9, 0.8, 0.2], [-0.5, -0.3, 0.3], [0.3, 0.1, -0.2], [0.1, 0.1, -0.2], [0.1, -0.1, 0.0], [0.2, 0.2, 0.1], [0.0, 0.0, 0.1], [0.1, -0.5, -1.3], [0.1, -0.3, 0.0], [-0.1, 0.8, 1.4], [1.1, -1.2, 0.3], [-0.7, 1.0, -0.7], [-0.1, 0.2, 0.5], [-0.9, 0.1, 0.0], [0.3, 0.1, -0.7], [0.7, -0.4, 0.7], [0.0, 0.4, 0.8], [0.7, -0.2, 0.3], [-0.8, -0.4, -1.0], [-0.1, -1.1, -1.0], [-0.5, 1.0, 0.8], [0.5, 0.0, -0.1]]}